*P*
180
Properties=species:S:1:pos:R:3 method="wB97M-V/def2-TZVPD" gap_ev=9.18 smiles=COCCNCCOC.COCCNCCOC.COCCNCCOC.CC(C)O.CC(C)O.CC(C)O.CC(C)O.CC(C)O.CC(C)O.CC(C)O.CC(C)O.CC(C)O homo_energy_ev=-8.767
C 21.54 11.43 14.08
O 20.68 12.11 13.23
C 20.53 13.44 13.78
C 19.52 14.28 13.03
N 19.17 15.54 13.68
C 17.94 16.09 13.11
C 16.60 15.55 13.61
O 16.33 14.25 13.01
C 14.97 13.93 13.10
H 22.55 11.90 14.24
H 21.68 10.36 13.82
H 21.12 11.48 15.14
H 21.50 13.98 13.75
H 20.26 13.34 14.81
H 18.64 13.63 12.99
H 19.84 14.42 11.99
H 19.90 16.25 13.58
H 17.99 16.17 12.03
H 17.97 17.17 13.34
H 15.77 16.22 13.28
H 16.58 15.51 14.72
H 14.25 14.70 12.74
H 14.63 13.59 14.09
H 14.78 13.07 12.48
C 19.75 28.64 19.32
O 20.51 27.51 19.06
C 20.46 26.62 20.19
C 21.04 25.25 19.78
N 20.41 24.45 18.77
C 19.00 23.96 19.01
C 18.51 23.08 17.80
O 18.63 23.75 16.53
C 18.28 22.93 15.42
H 18.72 28.37 19.58
H 19.64 29.23 18.44
H 20.11 29.20 20.16
H 19.42 26.55 20.48
H 21.04 26.96 21.03
H 21.16 24.63 20.66
H 22.03 25.38 19.39
H 20.33 25.01 17.96
H 18.28 24.77 19.24
H 19.07 23.25 19.85
H 17.45 22.84 17.95
H 19.13 22.21 17.77
H 18.70 23.36 14.51
H 17.19 22.89 15.25
H 18.67 21.90 15.49
C 12.50 17.03 13.03
O 11.47 17.77 12.46
C 11.59 17.85 10.99
C 10.39 18.62 10.49
N 10.33 20.00 11.01
C 9.05 20.61 10.84
C 8.13 20.35 11.95
O 8.67 20.99 13.13
C 7.92 20.64 14.32
H 13.51 17.40 12.94
H 12.49 15.96 12.83
H 12.28 17.08 14.09
H 11.62 16.85 10.52
H 12.56 18.35 10.73
H 9.47 18.08 10.74
H 10.53 18.64 9.44
H 10.59 19.92 11.96
H 8.59 20.22 9.91
H 9.15 21.69 10.76
H 8.02 19.22 12.09
H 7.15 20.76 11.75
H 8.05 19.59 14.54
H 6.86 20.92 14.23
H 8.38 21.22 15.10
C 20.24 25.16 9.12
C 19.31 23.97 9.51
C 19.91 22.63 9.03
O 19.30 23.84 10.95
H 21.30 24.93 9.29
H 19.87 26.06 9.62
H 20.10 25.40 8.05
H 18.32 24.24 9.13
H 20.76 22.45 9.69
H 20.07 22.69 7.96
H 19.15 21.85 9.12
H 18.84 24.54 11.42
C 16.94 14.51 9.40
C 16.02 15.70 8.92
C 15.16 16.29 10.03
O 16.76 16.68 8.33
H 17.48 14.73 10.33
H 17.72 14.37 8.59
H 16.32 13.61 9.51
H 15.35 15.35 8.14
H 15.81 16.92 10.71
H 14.61 15.61 10.64
H 14.45 16.98 9.56
H 17.37 17.03 9.01
C 13.16 22.37 11.54
C 13.28 22.20 10.04
C 14.67 22.41 9.47
O 12.82 20.93 9.60
H 12.16 22.01 11.85
H 13.40 23.41 11.79
H 13.88 21.76 12.08
H 12.71 23.01 9.53
H 15.35 21.77 10.04
H 14.90 23.47 9.46
H 14.71 22.03 8.49
H 11.93 20.77 9.95
C 12.71 20.83 14.92
C 13.80 21.91 15.06
C 13.70 22.81 16.28
O 15.12 21.38 15.02
H 11.79 21.44 14.83
H 12.56 20.18 15.81
H 12.86 20.17 14.05
H 13.80 22.53 14.17
H 14.43 23.63 16.28
H 13.88 22.23 17.18
H 12.69 23.20 16.37
H 15.27 20.74 15.74
C 22.05 20.59 11.82
C 21.67 21.54 12.90
C 22.50 22.83 12.96
O 20.28 21.86 12.70
H 22.25 21.06 10.84
H 21.30 19.81 11.68
H 22.98 20.05 12.09
H 21.72 21.00 13.86
H 22.24 23.38 13.86
H 22.30 23.56 12.16
H 23.52 22.57 12.91
H 20.16 22.59 12.08
C 19.30 18.71 7.62
C 18.68 19.25 8.94
C 17.39 19.91 8.54
O 18.52 18.11 9.78
H 18.68 17.83 7.39
H 20.35 18.43 7.70
H 19.10 19.46 6.84
H 19.34 19.99 9.43
H 17.60 20.65 7.80
H 16.93 20.44 9.39
H 16.73 19.11 8.26
H 18.46 18.36 10.71
C 17.23 21.60 12.12
C 17.27 20.14 12.63
C 16.02 19.34 12.26
O 18.43 19.41 12.18
H 17.28 21.64 11.03
H 18.14 22.13 12.35
H 16.36 22.11 12.50
H 17.33 20.21 13.73
H 16.07 18.38 12.74
H 15.94 19.24 11.19
H 15.12 19.81 12.61
H 19.16 20.02 12.28
C 16.33 18.25 16.35
C 17.79 18.03 16.47
C 18.63 19.26 16.39
O 18.12 17.29 17.66
H 16.21 18.86 15.46
H 15.85 18.74 17.21
H 15.83 17.30 16.29
H 18.15 17.39 15.66
H 18.17 20.05 16.98
H 18.73 19.65 15.37
H 19.61 18.98 16.85
H 18.22 17.88 18.42
C 16.54 26.41 10.97
C 16.63 26.20 12.47
C 15.63 25.18 12.96
O 18.00 25.80 12.75
H 16.94 25.56 10.42
H 17.13 27.29 10.61
H 15.49 26.56 10.63
H 16.43 27.17 13.01
H 15.88 24.91 13.96
H 15.65 24.24 12.34
H 14.60 25.57 12.96
H 18.20 25.91 13.72

*Q*
180
Properties=species:S:1:pos:R:3 method="wB97M-V/def2-TZVPD" gap_ev=9.28 smiles=COCCNCCOC.COCCNCCOC.COCCNCCOC.CC(C)O.CC(C)O.CC(C)O.CC(C)O.CC(C)O.CC(C)O.CC(C)O.CC(C)O.CC(C)O homo_energy_ev=-8.961
C 0.81 3.84 4.31
O -0.01 2.89 4.99
C -0.55 1.80 4.30
C -1.76 2.26 3.42
N -2.44 1.11 2.83
C -3.57 1.72 2.08
C -4.46 0.65 1.33
O -3.69 0.12 0.27
C -4.21 -0.97 -0.38
H 1.50 3.46 3.56
H 1.34 4.49 5.00
H 0.03 4.38 3.77
H -0.77 1.06 5.07
H 0.21 1.39 3.64
H -1.46 2.88 2.58
H -2.44 2.87 4.00
H -1.94 0.77 2.02
H -3.09 2.38 1.36
H -4.19 2.34 2.73
H -5.25 1.32 0.99
H -4.83 -0.12 2.01
H -3.37 -1.27 -1.01
H -5.14 -0.84 -0.92
H -4.33 -1.87 0.22
C 4.45 -0.34 0.02
O 4.74 0.89 -0.71
C 3.66 1.61 -1.23
C 4.17 2.94 -1.99
N 4.91 2.66 -3.20
C 5.42 3.94 -3.73
C 6.14 3.86 -5.06
O 7.49 3.36 -5.25
C 8.47 4.37 -5.52
H 5.45 -0.62 0.33
H 3.96 -1.02 -0.68
H 3.80 -0.28 0.89
H 3.23 1.79 -0.24
H 2.88 1.16 -1.83
H 4.80 3.52 -1.31
H 3.31 3.55 -2.27
H 5.68 2.00 -3.23
H 6.06 4.57 -3.11
H 4.55 4.55 -3.96
H 6.22 4.87 -5.45
H 5.51 3.22 -5.68
H 8.31 4.88 -6.46
H 9.51 4.04 -5.62
H 8.44 5.14 -4.74
C -12.56 1.74 0.08
O -11.25 2.26 -0.03
C -11.30 3.39 -0.96
C -9.75 3.85 -1.26
N -8.73 2.76 -1.32
C -7.62 2.83 -0.30
C -6.65 4.04 -0.57
O -5.23 3.77 -0.34
C -4.61 3.03 -1.29
H -12.65 1.04 0.91
H -12.83 1.11 -0.76
H -13.29 2.55 0.17
H -11.91 4.25 -0.69
H -11.72 3.11 -1.93
H -9.41 4.68 -0.63
H -9.71 4.32 -2.24
H -9.20 1.91 -1.04
H -7.15 1.84 -0.35
H -7.97 2.71 0.72
H -6.92 4.69 0.26
H -6.70 4.62 -1.50
H -5.11 2.08 -1.53
H -3.58 2.79 -1.04
H -4.57 3.60 -2.22
C 3.06 -0.71 -4.46
C 1.78 -1.53 -4.43
C 1.95 -2.99 -4.09
O 0.92 -0.90 -3.45
H 3.52 -0.75 -3.47
H 2.99 0.33 -4.78
H 3.91 -0.98 -5.09
H 1.21 -1.35 -5.35
H 2.25 -3.04 -3.04
H 2.78 -3.47 -4.61
H 1.08 -3.52 -4.47
H 0.62 -0.06 -3.82
C 0.36 -5.84 -1.85
C 1.25 -6.47 -0.67
C 2.58 -5.83 -0.40
O 0.44 -6.23 0.41
H 0.73 -6.13 -2.84
H 0.38 -4.76 -1.71
H -0.65 -6.25 -1.80
H 1.44 -7.54 -0.73
H 3.35 -6.13 -1.11
H 2.77 -6.09 0.64
H 2.57 -4.74 -0.39
H 0.54 -5.31 0.68
C 4.50 3.38 3.11
C 4.30 4.41 1.84
C 2.94 4.37 1.23
O 4.66 5.65 2.30
H 4.02 2.45 2.79
H 4.06 3.64 4.07
H 5.56 3.14 3.22
H 5.02 4.14 1.07
H 2.28 5.18 1.54
H 2.51 3.37 1.12
H 3.00 4.72 0.20
H 4.44 5.77 3.23
C -2.02 -6.26 3.26
C -3.06 -5.34 3.89
C -3.50 -4.35 2.88
O -4.14 -6.02 4.39
H -1.11 -5.73 2.97
H -2.50 -6.82 2.45
H -1.62 -6.95 4.00
H -2.60 -4.74 4.67
H -2.73 -3.91 2.24
H -3.77 -3.36 3.25
H -4.31 -4.73 2.26
H -4.62 -6.38 3.63
C -0.76 -1.34 -0.17
C 0.71 -1.19 0.41
C 0.68 -1.99 1.77
O 1.47 -1.91 -0.50
H -0.76 -0.88 -1.16
H -1.55 -1.00 0.50
H -1.02 -2.39 -0.30
H 0.87 -0.12 0.54
H -0.20 -1.83 2.39
H 1.55 -1.86 2.40
H 0.49 -3.06 1.65
H 1.57 -1.43 -1.32
C 3.61 -8.12 4.84
C 3.21 -6.75 4.23
C 1.81 -6.76 3.61
O 3.27 -5.79 5.27
H 2.89 -8.47 5.58
H 4.61 -7.92 5.24
H 3.81 -8.88 4.08
H 3.92 -6.53 3.43
H 1.69 -7.19 2.62
H 1.64 -5.72 3.34
H 1.00 -7.12 4.24
H 2.71 -6.09 5.98
C 6.71 1.03 5.98
C 6.89 -0.07 4.93
C 6.19 0.07 3.62
O 8.27 -0.13 4.56
H 5.64 1.22 6.13
H 7.27 1.94 5.79
H 7.14 0.51 6.84
H 6.65 -1.02 5.41
H 6.34 -0.64 2.81
H 6.47 0.98 3.09
H 5.13 0.29 3.74
H 8.53 -1.04 4.75
C -2.56 -0.57 -3.76
C -2.56 -0.17 -5.18
C -3.68 -0.76 -5.98
O -2.51 1.24 -5.46
H -3.44 -0.23 -3.21
H -1.59 -0.34 -3.33
H -2.64 -1.65 -3.69
H -1.66 -0.66 -5.53
H -3.45 -0.72 -7.04
H -4.55 -0.12 -6.10
H -3.98 -1.79 -5.76
H -1.75 1.57 -4.98
C -0.48 4.18 -3.06
C 0.06 2.75 -2.72
C -0.74 2.02 -1.65
O -0.01 2.13 -3.89
H -0.09 4.59 -4.00
H -0.21 4.96 -2.34
H -1.56 4.14 -3.18
H 1.04 2.93 -2.27
H -0.28 1.17 -1.15
H -1.71 1.72 -2.06
H -1.06 2.61 -0.79
H 0.75 2.52 -4.32

Most stable structure among those shown: *P*. Next: +647.5 kJ/mol.